Entry 1:
55
Properties=species:S:1:pos:R:3 method="wB97M-V/def2-TZVPD" homo_lumo_gap_ha=0.3526 homo_ev=-11.93 total_charge=+1 e_above_lowest_kj_mol=160.3
N 0.909 -1.818 0.785
C 2.214 -1.372 1.318
C 2.097 0.122 1.600
N 1.992 0.757 0.295
C 3.326 1.274 -0.168
C 1.453 3.163 0.965
C 1.054 1.907 0.210
C -0.411 1.585 0.677
H 0.204 -1.832 1.541
H 0.546 -1.217 0.046
H 0.722 -2.828 0.581
H 2.986 -1.585 0.582
H 2.340 -2.030 2.168
H 1.213 0.302 2.216
H 2.926 0.472 2.226
H 3.824 0.376 -0.526
H 3.197 1.944 -1.012
H 3.832 1.761 0.663
H 0.762 3.974 0.711
H 1.297 3.126 2.050
H 2.447 3.580 0.810
H 0.877 2.151 -0.836
H -0.584 2.038 1.654
H -0.704 0.544 0.637
H -1.013 2.237 0.048
H 2.664 -1.785 -2.821
H 3.882 -1.017 -3.476
O 3.202 -0.990 -2.801
H -2.735 0.568 -1.650
H -3.253 -0.668 -2.198
O -2.694 -0.399 -1.456
H -0.137 -0.493 -2.257
H 1.252 -0.549 -1.877
O 0.505 -1.168 -1.984
H -1.283 1.908 -5.655
H -0.484 2.699 -4.712
O -1.410 2.497 -4.902
H -0.604 -0.989 3.454
H -0.351 -2.387 4.275
O -0.056 -1.769 3.608
H -1.175 1.492 4.079
H -2.014 0.399 4.673
O -1.474 0.592 3.899
H -4.197 -2.100 -0.090
H -4.498 -3.618 -0.074
O -4.567 -2.823 -0.608
H -2.299 -0.659 0.566
H -2.643 -0.561 2.019
O -2.303 -1.198 1.373
H -2.532 1.556 -3.508
H -3.156 2.862 -2.939
O -3.147 1.906 -2.848
H -1.267 -4.098 0.067
H -0.372 -3.864 -1.176
O -0.362 -3.975 -0.220



Entry 2:
31
Properties=species:S:1:pos:R:3 method="wB97M-V/def2-TZVPD" homo_lumo_gap_ha="0.1474 / 0.1375" spin_multiplicity=4 homo_ev="-4.95 / -4.97"
C 1.900 -0.493 0.746
C 2.808 -0.470 1.805
C 2.616 -1.606 2.650
C 1.578 -2.433 2.132
C 1.033 -1.864 0.980
Cr -0.918 -0.083 -1.511
P -0.860 1.554 -3.374
H 1.758 0.197 -0.087
H 3.560 0.292 1.999
H 3.182 -1.826 3.553
H 0.221 -2.200 0.327
H 1.262 -3.374 2.581
H -0.842 0.900 -4.653
H 0.306 2.390 -3.477
H -1.954 2.474 -3.537
C -1.596 3.668 -0.136
O -2.596 2.657 -0.360
P -2.293 1.117 0.000
O -1.755 1.048 1.523
C -2.640 1.312 2.635
O -3.815 0.584 -0.012
C -4.092 -0.823 0.159
H -0.970 3.794 -1.031
H -0.946 3.447 0.725
H -2.149 4.591 0.066
H -1.998 1.639 3.455
H -3.366 2.104 2.403
H -3.164 0.392 2.919
H -3.596 -1.254 1.044
H -5.179 -0.893 0.283
H -3.791 -1.413 -0.723